The following is a DFT calculation (ωB97M-V/def2-TZVPD) of C3H10N2O in the gas phase at a distorted geometry.

E = -8298.8573 eV
charge = 0
max |F| = 0.079 Eh/bohr
HOMO-LUMO gap = 9.853 eV
structure (SMILES) = NCCNCO
HOMO level = -8.98 eV

```
16
Properties=species:S:1:pos:R:3:forces:R:3
C 0.174803 -0.706705 1.122826 3.06 1.21 -1.24
N 0.522856 0.685429 0.722518 0.65 1.85 -0.11
C -0.513176 1.349251 -0.116843 -0.68 -1.01 1.95
O -0.357687 2.720666 -0.255364 1.70 0.81 -0.40
C -0.188986 -1.511695 -0.130366 -2.45 -0.96 -1.93
N 0.610669 -1.465106 -1.497219 -0.55 3.32 2.24
H -0.513922 -0.750790 1.960688 -0.53 -0.33 -0.21
H 1.148753 -1.205046 1.426093 -1.02 0.84 0.19
H 0.869815 1.406246 1.445420 -1.01 -2.08 -1.13
H -0.698356 0.771568 -1.044230 0.45 0.55 0.23
H -1.414697 1.341140 0.488029 -0.82 -0.49 -0.26
H 0.585527 2.974337 -0.363417 -0.77 -0.45 -0.17
H 0.096112 -2.498654 0.141413 -0.82 -1.15 0.49
H -1.353016 -1.446436 -0.404050 2.52 -0.27 0.79
H -0.092231 -1.116161 -2.164362 0.29 -0.47 0.11
H 1.123542 -0.548043 -1.331129 -0.02 -1.37 -0.55
```
Positions in Å, forces in eV/Å.